# 1
97
Properties=species:S:1:pos:R:3:forces:R:3 method="wB97M-V/def2-TZVPD" charge=-1 e_homo_ev=-6.0 total_energy_ev=-191528.73551
Be 0.741212 -0.635950 -0.011777 0.0 0.1 -0.2
C 4.043884 0.274471 7.552862 0.0 0.0 0.0
C 3.694359 0.236946 6.092553 0.0 0.0 0.0
C 2.891655 1.225661 5.529636 0.0 0.0 0.0
C 2.544751 1.186664 4.192292 0.0 -0.2 0.0
C 3.000175 0.140573 3.402710 0.0 0.1 0.0
C 3.809384 -0.846867 3.936535 0.0 0.0 0.1
C 4.151608 -0.792175 5.280338 0.0 0.0 -0.1
S 2.564593 0.101522 1.686859 -0.2 0.1 0.0
O 2.692650 1.434627 1.152894 0.1 -0.1 0.1
O 3.387672 -0.944333 1.105345 0.2 0.0 -0.1
N 1.010196 -0.298501 1.623493 0.3 -0.1 -0.5
C 0.686560 -1.595236 2.227433 -0.2 0.0 0.4
C -0.009449 -2.489886 1.198393 0.2 0.1 0.2
O -0.568942 -3.510440 1.514380 -0.2 -0.4 0.2
O 0.098425 -2.038317 -0.020705 -0.1 0.3 -0.3
H 4.064093 1.297186 7.925942 0.0 0.0 0.0
H 5.018217 -0.175240 7.734110 0.1 0.0 0.0
H 3.311854 -0.276920 8.144363 0.0 0.0 0.0
H 2.536965 2.039124 6.149718 0.0 0.0 0.0
H 1.928220 1.954043 3.753318 -0.1 0.1 -0.1
H 4.174858 -1.636252 3.296975 0.0 0.0 -0.1
H 4.786794 -1.561262 5.699926 0.0 0.0 0.0
H 0.020147 -1.459007 3.083772 0.1 -0.1 0.0
H 1.569863 -2.137159 2.573783 0.0 -0.1 0.0
C -3.260865 -2.495526 -0.863097 0.0 0.0 0.0
C -2.457004 -1.879012 -1.997146 0.1 0.0 0.0
Ge -2.009634 0.032951 -1.858935 -0.3 0.0 0.0
C -1.087729 0.429023 -3.548897 0.2 0.0 0.1
C -1.194625 1.870548 -4.021699 0.0 0.1 0.0
C -3.649928 1.131333 -1.815715 0.1 -0.1 0.0
C -3.615610 1.901745 -0.713514 0.1 0.0 0.0
Ge -2.025936 1.230273 0.292945 0.0 -0.1 0.0
C -0.699274 2.466297 1.049576 0.0 0.1 -0.1
C -1.226310 3.807673 1.548026 0.0 0.0 0.0
C -2.575153 0.006390 1.745506 0.0 0.0 0.0
C -3.266857 0.656800 2.937960 0.0 0.0 0.0
C -4.616542 2.942433 -0.395221 0.0 0.0 -0.1
C -5.457316 3.456531 -1.384954 0.0 0.0 0.0
C -6.400054 4.424557 -1.093566 0.0 0.0 0.0
C -6.523842 4.914214 0.199849 0.0 0.0 0.0
C -5.685729 4.427461 1.190248 -0.1 0.1 0.0
C -4.742315 3.458631 0.889403 0.0 0.0 0.0
H -3.598660 -3.502108 -1.115413 0.0 -0.1 0.0
H -4.145817 -1.902743 -0.625247 -0.1 0.0 0.0
H -2.654016 -2.582329 0.035532 0.0 0.0 0.1
H -2.998552 -1.949894 -2.944983 0.0 -0.1 -0.1
H -1.516955 -2.420059 -2.112267 0.1 0.0 -0.1
H -1.573152 -0.244465 -4.260413 0.0 0.0 -0.1
H -0.046642 0.109384 -3.479241 0.0 0.0 0.0
H -2.232438 2.199665 -4.053035 -0.1 0.0 0.0
H -0.783172 1.986635 -5.026312 0.0 0.0 -0.1
H -0.656853 2.541058 -3.353528 0.0 0.0 0.0
H -4.463789 1.185678 -2.536346 -0.1 0.0 0.0
H 0.064416 2.622991 0.287951 -0.1 0.0 0.1
H -0.222813 1.904860 1.855355 0.0 0.0 0.0
H -1.778883 4.340367 0.776359 -0.1 0.1 -0.1
H -0.399474 4.449350 1.858772 0.0 0.0 0.0
H -1.888270 3.700216 2.407213 -0.1 0.0 0.1
H -1.655634 -0.478874 2.080242 0.0 0.0 0.0
H -3.202643 -0.774315 1.323152 -0.1 -0.1 0.0
H -2.669390 1.464825 3.361563 0.1 0.1 0.0
H -3.442701 -0.065875 3.737877 0.0 0.0 0.0
H -4.234663 1.070627 2.660193 -0.1 0.0 0.0
H -5.356547 3.099781 -2.399774 0.0 0.0 -0.1
H -7.035369 4.808053 -1.880542 0.0 0.0 0.0
H -7.256960 5.675430 0.428145 0.0 0.0 0.0
H -5.761199 4.805910 2.200854 0.0 0.0 0.0
H -4.088784 3.095805 1.665176 0.1 -0.1 0.1
C -0.019223 -5.227259 -3.727689 0.0 0.0 0.0
C 1.220998 -4.433899 -3.429753 0.0 0.0 0.1
C 1.530517 -4.067033 -2.122850 0.0 -0.1 0.0
C 2.674347 -3.342846 -1.838618 -0.1 -0.1 -0.1
C 3.526169 -2.985969 -2.872807 0.1 -0.1 0.0
C 3.239626 -3.339458 -4.180913 0.0 0.0 0.0
C 2.087676 -4.060464 -4.450846 0.0 0.0 0.0
S 4.970925 -2.041418 -2.481963 -0.1 -0.3 0.0
O 5.662909 -1.798756 -3.720020 0.0 0.0 0.1
O 5.621092 -2.670498 -1.370418 0.1 0.0 0.0
N 4.390587 -0.634743 -1.940152 0.3 0.0 0.3
C 3.651406 0.188367 -2.871631 0.0 0.3 -0.4
C 3.049382 1.399608 -2.175947 0.0 0.2 0.0
C 1.651560 1.204090 -1.625597 0.3 0.0 -0.2
O 0.845386 2.103296 -1.634204 -0.2 0.6 0.0
O 1.377820 0.001743 -1.222887 0.1 -0.7 0.2
H -0.713991 -5.193279 -2.891691 0.0 0.0 0.0
H 0.224649 -6.274278 -3.918033 0.0 0.0 0.0
H -0.528795 -4.842710 -4.610953 0.0 0.0 0.0
H 0.869331 -4.347742 -1.314377 -0.1 0.1 0.0
H 2.889197 -3.052493 -0.823041 0.1 0.1 0.2
H 3.914688 -3.039372 -4.966755 0.1 0.0 -0.1
H 1.854158 -4.331887 -5.472797 0.0 0.0 -0.1
H 4.030902 -0.707571 -0.993568 -0.1 0.0 0.2
H 2.869236 -0.386850 -3.384017 0.0 0.0 0.0
H 4.370932 0.518247 -3.623989 -0.1 0.0 0.0
H 2.983539 2.243136 -2.865133 0.1 -0.1 0.0
H 3.698920 1.704469 -1.346551 -0.1 0.0 0.0

---

# 2
98
Properties=species:S:1:pos:R:3:forces:R:3 method="wB97M-V/def2-TZVPD" charge=0 e_homo_ev=-7.9 total_energy_ev=-148663.42137 de_lowest_kj_mol=0.0
Tl -0.100959 0.002914 0.630622 -0.1 0.3 0.4
I -6.906211 -0.340889 5.063385 0.1 0.0 0.0
C -5.227706 0.227093 3.953366 -0.2 0.0 0.1
C -4.531717 1.373074 4.283691 0.0 -0.1 0.0
C -3.404902 1.717781 3.552675 0.3 0.1 -0.3
I -2.566633 3.589286 3.987279 0.1 0.0 0.0
C -2.905168 0.945445 2.470016 0.0 0.1 0.1
O -1.830702 1.287137 1.767176 -0.2 -0.3 0.4
C -3.711674 -0.166335 2.127836 0.1 -0.1 0.0
C -3.360794 -0.898304 0.877289 -0.1 0.0 -0.1
N -2.056188 -1.553180 0.962433 0.7 0.2 0.1
C -2.007349 -2.589888 1.970176 -0.2 0.0 0.0
C -0.636061 -3.089822 2.320255 0.1 0.0 -0.1
C -0.540202 -4.175477 3.181654 0.0 -0.1 0.1
C 0.703747 -4.684517 3.496249 -0.1 -0.1 0.1
C 1.817736 -4.116065 2.904793 0.1 0.1 0.0
C 1.640167 -3.029935 2.071487 0.0 0.1 -0.1
N 0.437209 -2.499474 1.798503 -0.1 0.1 0.0
C -4.831443 -0.521645 2.861893 0.1 -0.1 -0.1
H -4.861904 2.001873 5.098556 0.0 0.0 0.0
H -3.281036 -0.161114 0.090880 0.0 0.0 -0.3
H -4.139974 -1.617090 0.600646 0.0 0.0 0.1
H -1.804980 -1.897226 0.039885 -0.2 -0.1 0.1
H -2.613734 -3.451360 1.662479 0.0 0.0 0.0
H -2.461751 -2.202347 2.884452 -0.1 0.1 0.0
H -1.443432 -4.608816 3.593810 0.0 0.0 0.0
H 0.799366 -5.516764 4.182457 0.0 0.0 0.0
H 2.817444 -4.489979 3.078419 0.0 0.0 0.0
H 2.488633 -2.563290 1.598649 0.2 0.1 -0.2
H -5.414107 -1.381792 2.553404 0.0 0.0 0.0
C 1.927681 1.523130 -1.580234 0.1 0.0 0.1
N 1.054934 2.120265 -0.558691 -0.1 -0.4 0.3
C 0.158172 3.068184 -1.209397 0.1 0.1 -0.1
C 1.832784 2.781099 0.492917 0.1 0.2 -0.1
C 2.394192 1.824922 1.529849 0.1 0.3 -0.2
N 1.353619 1.124381 2.281554 -0.7 -1.2 -0.7
C 0.542723 2.007336 3.099038 0.1 0.4 0.3
C 1.914420 0.031499 3.090819 0.2 0.0 0.2
H 2.612694 0.814771 -1.121879 0.1 -0.1 0.0
H 1.309451 0.989231 -2.297253 0.0 0.0 0.0
H 2.498561 2.306440 -2.098484 0.0 0.0 0.0
H 0.732175 3.874344 -1.687842 0.0 0.0 0.0
H -0.525328 3.500974 -0.487364 0.1 0.0 0.0
H -0.416472 2.551819 -1.976343 0.0 0.0 0.0
H 1.209765 3.539212 0.970939 -0.1 0.0 -0.1
H 2.682105 3.303901 0.034212 0.0 0.1 0.0
H 3.024792 2.383215 2.235384 -0.1 0.0 0.0
H 3.007224 1.083624 1.028830 0.1 -0.2 0.1
H 1.174603 2.550614 3.815708 0.1 -0.1 -0.1
H -0.183520 1.418618 3.641305 -0.2 0.0 0.1
H -0.002808 2.716988 2.486727 0.0 0.0 0.1
H 2.558995 0.435543 3.880747 0.0 0.1 0.0
H 2.501363 -0.618781 2.451150 0.1 0.0 -0.1
H 1.105976 -0.536385 3.551742 0.0 0.1 0.0
C -0.834329 -2.985379 -1.669060 -0.1 0.2 0.1
C 0.014946 -1.760514 -2.014306 0.4 -0.4 -0.7
C 1.485436 -2.107963 -1.802291 -0.3 0.2 0.3
C -0.190758 -1.427274 -3.503136 -0.2 0.1 0.3
O -0.410209 -0.589086 -1.329093 0.1 0.1 0.2
H -0.557720 -3.826587 -2.306197 0.0 0.0 0.0
H -1.894209 -2.760946 -1.822953 0.0 0.0 0.0
H -0.667186 -3.293483 -0.631340 0.1 -0.1 -0.1
H 1.774243 -2.961667 -2.416078 0.0 0.0 0.0
H 1.659208 -2.356233 -0.754968 0.1 0.0 0.0
H 2.118300 -1.259413 -2.056690 0.1 0.0 0.0
H 0.154184 -2.259750 -4.118742 0.0 0.0 0.0
H 0.377042 -0.530207 -3.758921 0.0 -0.1 0.0
H -1.250679 -1.244171 -3.688165 0.1 0.0 -0.1
Br 5.145393 -3.273366 -2.651647 -0.1 0.0 0.0
C 5.487150 -1.435601 -2.330419 0.0 0.1 0.0
C 6.166912 -0.749293 -3.329506 0.0 0.0 0.0
C 6.502701 0.583123 -3.151408 0.0 0.0 0.0
C 6.158236 1.228108 -1.972580 0.0 0.0 0.0
C 5.441486 0.544108 -1.005449 0.0 0.0 -0.1
C 5.081690 -0.793657 -1.163762 -0.1 0.0 -0.1
C 4.225934 -1.437099 -0.076982 -0.3 0.2 0.3
O 4.529634 -2.552492 0.340664 0.0 -0.1 0.1
O 3.248973 -0.709849 0.316901 0.3 -0.2 0.0
H 6.434388 -1.265925 -4.241259 0.0 0.0 0.0
H 7.037653 1.109539 -3.931985 0.0 0.0 0.0
H 6.436717 2.263061 -1.814036 0.0 0.0 0.0
H 5.149304 1.047846 -0.091635 -0.1 0.0 0.0
C -3.768104 0.969304 -4.705086 0.0 0.0 0.1
N -3.473505 1.629266 -3.438189 0.0 -0.1 -0.1
C -3.605196 2.962823 -3.288411 0.0 0.1 0.0
C -3.383664 3.570728 -2.105145 0.1 0.1 0.0
C -2.948663 2.737051 -1.025211 -0.3 -0.2 -0.1
N -2.785456 1.431727 -1.167981 -0.1 0.2 -0.2
C -3.133841 0.807796 -2.332498 -0.1 0.2 0.1
O -3.203620 -0.399713 -2.471653 0.1 -0.1 0.1
N -2.695041 3.278076 0.176071 -0.3 0.2 -0.1
H -4.340455 1.644367 -5.337076 0.0 0.0 0.0
H -4.338966 0.066922 -4.509410 0.0 0.0 0.0
H -2.847372 0.683589 -5.213529 0.0 0.0 0.0
H -3.917831 3.514164 -4.165739 0.0 0.0 0.0
H -3.528295 4.633437 -1.982072 0.0 0.0 0.0
H -2.927083 4.238411 0.351097 0.0 0.0 0.0
H -2.461123 2.651985 0.952025 0.2 0.0 -0.1

---

# 3
101
Properties=species:S:1:pos:R:3:forces:R:3 method="wB97M-V/def2-TZVPD" charge=+1 e_homo_ev="-9.6 / -9.6" total_energy_ev=-147225.87652 spin_multiplicity=4
Mn -0.270845 0.687387 -0.206568 1.1 0.3 0.1
N -3.423759 -1.046152 1.991759 0.0 0.0 0.1
C -2.592688 -0.588620 1.038818 0.1 0.2 -0.4
S -2.285134 1.142778 0.969044 0.1 0.1 -0.5
N -2.092197 -1.406990 0.173530 -0.2 -0.6 0.4
N -1.317869 -0.803765 -0.777883 -0.1 -0.1 -0.1
C -1.347958 -1.281899 -1.981508 -0.1 0.3 0.1
C -0.924112 -0.556942 -3.129760 0.3 0.5 0.0
C -1.001194 -1.136234 -4.407933 0.0 -0.1 0.0
C -0.836551 -0.378713 -5.538321 0.0 -0.1 -0.1
C -0.567004 0.989094 -5.420225 0.0 -0.1 0.0
C -0.460643 1.582298 -4.183726 0.1 0.2 0.3
C -0.641018 0.831671 -3.012582 0.0 -0.8 -0.6
O -0.600406 1.439905 -1.849942 -0.2 0.5 1.1
H -3.934556 -0.389780 2.551783 0.0 -0.1 0.0
H -3.737030 -2.001610 1.947440 0.0 0.0 0.0
H -1.865285 -2.226176 -2.114463 0.0 0.0 0.1
H -1.204303 -2.196914 -4.493007 -0.1 0.0 0.0
H -0.929787 -0.836106 -6.513129 0.1 0.0 0.0
H -0.446278 1.590321 -6.312203 0.0 0.0 0.0
H -0.248050 2.638806 -4.082225 0.0 0.0 0.0
C 1.713155 -2.043879 4.096451 -0.1 0.3 0.0
C 2.519450 -0.778527 3.854522 0.4 -0.5 -0.1
C 3.302281 -0.850836 2.557362 -0.2 0.2 0.1
O 1.662060 0.418662 3.878044 -0.3 0.1 -0.2
P 0.310053 0.578815 3.093879 -0.1 0.0 0.9
O 0.303094 -0.034322 1.740492 -0.1 0.0 -0.8
C 0.120584 2.393711 3.093250 0.3 -0.4 -0.5
P 1.107332 3.008080 1.694892 0.4 0.5 0.4
O 0.648621 2.343302 0.445588 -0.6 -0.1 -0.5
O 1.065880 4.575731 1.634567 -0.1 -0.6 0.0
C 0.074572 5.466702 1.015052 -0.4 0.3 -0.1
C -1.094808 5.660941 1.962959 0.2 0.0 0.0
C -0.379957 5.019642 -0.364159 0.3 -0.2 0.1
O 2.600611 2.635436 1.926355 -0.2 0.0 0.1
C 3.621874 3.226392 2.791308 0.3 0.3 0.2
C 4.296105 4.369465 2.055390 -0.2 -0.2 -0.1
C 3.063075 3.653262 4.137062 -0.1 -0.2 -0.2
O -0.853661 -0.070704 3.927548 0.2 0.2 -0.3
C -1.413601 0.291506 5.217564 -0.1 0.1 0.4
C -0.354587 0.578386 6.267201 0.0 -0.2 -0.1
C -2.401628 1.444231 5.068170 0.1 -0.2 -0.1
H 2.378609 -2.905038 4.080505 0.0 0.0 0.0
H 0.972710 -2.164155 3.303737 0.0 -0.1 0.0
H 1.202598 -2.019952 5.059219 0.0 0.0 0.0
H 3.195462 -0.599658 4.691616 -0.1 0.1 0.0
H 2.648019 -1.067573 1.715086 0.1 0.0 0.0
H 4.048670 -1.640779 2.629587 0.0 0.0 0.0
H 3.813810 0.088579 2.350835 0.0 0.0 0.0
H 0.429547 2.813255 4.047085 0.1 0.0 0.0
H -0.926770 2.622354 2.902754 0.0 0.0 0.0
H 0.631856 6.398676 0.924464 0.0 -0.1 0.1
H -1.712275 4.760619 2.001817 0.0 0.0 0.0
H -1.713388 6.482295 1.603648 0.0 0.0 0.0
H -0.743940 5.908940 2.964735 0.0 0.0 0.0
H -1.064821 4.174846 -0.302023 0.0 0.0 0.0
H 0.467042 4.723491 -0.981929 0.0 0.0 0.0
H -0.893371 5.846766 -0.852868 0.0 0.0 0.1
H 4.330643 2.410041 2.931019 -0.1 0.0 -0.1
H 3.594991 5.189642 1.903803 0.0 0.0 0.0
H 4.656042 4.031160 1.084828 0.0 0.0 0.0
H 5.144259 4.728857 2.636443 0.0 0.0 0.0
H 2.302509 4.424526 3.997273 0.0 0.0 0.1
H 3.862837 4.071151 4.746030 0.0 0.0 0.0
H 2.641369 2.800519 4.669026 0.0 0.0 0.0
H -1.951516 -0.612418 5.503872 0.0 0.0 -0.1
H 0.244820 1.451555 6.005271 0.0 0.0 0.0
H 0.314587 -0.270878 6.397488 0.0 0.0 0.0
H -0.850504 0.770731 7.218229 0.0 0.0 0.0
H -1.903189 2.409304 5.168881 0.0 0.0 0.0
H -3.167235 1.375154 5.839506 0.0 0.0 0.0
H -2.884322 1.398987 4.091809 -0.1 0.0 0.0
Cl 2.831827 -2.296189 -5.321720 -0.1 -0.1 0.0
C 2.721529 -0.852146 -6.278358 0.2 0.2 -0.1
C 2.349533 -0.950237 -7.604342 -0.1 -0.1 0.0
C 2.273467 0.195194 -8.377615 -0.1 0.0 0.0
C 2.574861 1.423439 -7.815820 0.1 0.0 0.0
C 2.955288 1.517131 -6.487385 -0.1 -0.4 0.1
Cl 3.226615 3.098959 -5.839825 0.0 0.0 0.2
C 3.042592 0.373061 -5.668331 0.0 0.0 -0.1
N 3.317418 0.397557 -4.312513 -0.4 0.4 0.1
C 4.354504 1.110011 -3.671163 0.3 0.1 0.0
C 5.607251 1.218098 -4.271547 -0.2 -0.1 0.0
C 6.646502 1.846909 -3.613955 0.0 0.1 0.0
C 6.445188 2.368597 -2.343766 0.1 0.0 0.0
C 5.200673 2.262447 -1.749231 -0.1 0.0 -0.1
C 4.135016 1.654671 -2.402787 0.1 0.0 -0.2
C 2.786328 1.587622 -1.761191 -0.1 -0.6 0.4
C 2.577493 0.301292 -0.917960 0.8 1.0 -0.7
O 3.512391 -0.309089 -0.463368 -0.4 -0.2 0.0
O 1.320047 -0.070257 -0.791106 -0.9 -0.5 0.4
H 2.137081 -1.921524 -8.029486 0.0 0.0 0.0
H 1.968903 0.131937 -9.412863 0.0 0.0 0.0
H 2.503353 2.327207 -8.404865 0.0 0.0 0.0
H 2.957828 -0.392164 -3.801314 0.1 -0.1 0.0
H 5.756327 0.779064 -5.250674 0.0 0.0 0.0
H 7.619746 1.912872 -4.081857 0.0 0.0 0.0
H 7.253965 2.864052 -1.822701 0.0 0.0 0.0
H 5.036253 2.675313 -0.760993 0.0 0.0 0.0
H 1.979738 1.639919 -2.491762 0.0 0.1 -0.1
H 2.669606 2.411811 -1.058064 -0.1 0.1 0.0